(1)
Here is the molecule C22H28N2O5S from the Open Molecules 2025 dataset. Energies are from ωB97M-V/def2-TZVPD.

Each line ends with the Löwdin charge.
Geometry (Å):
S1 -4.073 -1.440 0.251  0.6745
O1 -3.939 -1.792 1.633  -0.2743
O2 6.082 -1.349 -0.184  -0.1128
O3 -4.819 -2.308 -0.616  -0.2867
O4 -0.060 0.658 2.396  0.0818
O5 6.257 1.123 -1.677  -0.0666
N1 -4.778 0.052 0.177  -0.2400
N2 0.973 -0.340 0.627  0.1441
C1 2.342 0.605 2.380  -0.0482
C2 4.266 -0.352 1.077  0.0151
C3 5.245 -0.297 0.092  -0.1815
C4 -0.964 -1.332 -2.330  -0.0628
C5 3.540 1.868 0.572  -0.0352
C6 0.947 0.328 1.818  -0.4486
C7 3.412 0.716 1.334  -0.2638
C8 -5.327 0.481 -1.082  -0.1970
C9 -1.388 -0.905 0.385  -0.0057
C10 -4.507 1.537 -1.830  -0.1707
C11 7.350 0.266 -1.924  -0.0731
C12 6.019 -2.499 0.622  -0.0773
C13 -2.424 -1.271 -0.449  -0.2561
C14 0.087 -0.952 -1.516  -0.0099
C15 -3.574 3.146 -0.038  -0.1981
C16 -0.116 -0.726 -0.153  -0.2002
C17 -4.419 1.030 1.173  -0.1757
C18 -2.236 -1.485 -1.800  -0.0688
C19 -4.590 2.911 -1.162  -0.2039
C20 4.508 1.940 -0.407  0.0106
C21 -3.222 1.907 0.790  -0.1714
C22 5.375 0.881 -0.669  -0.1982
H1 -2.646 3.532 -0.465  0.1078
H2 7.027 -0.709 -2.293  0.0920
H3 -4.920 1.610 -2.838  0.1120
H4 -0.791 -1.505 -3.381  0.1078
H5 -2.508 1.292 0.242  0.0879
H6 6.215 -2.267 1.674  0.0994
H7 7.964 0.130 -1.031  0.0976
H8 4.627 2.830 -1.003  0.1227
H9 2.271 1.525 2.963  0.1301
H10 -2.720 2.233 1.702  0.1148
H11 1.077 -0.826 -1.932  0.1141
H12 -4.181 0.450 2.066  0.1118
H13 -3.971 3.920 0.623  0.1067
H14 4.158 -1.247 1.669  0.1121
H15 1.882 -0.435 0.190  0.1287
H16 -5.425 -0.426 -1.681  0.1070
H17 -3.468 1.215 -1.921  0.1076
H18 -5.602 3.036 -0.771  0.1043
H19 7.935 0.770 -2.693  0.0943
H20 2.564 -0.209 3.075  0.1303
H21 -6.335 0.878 -0.903  0.1296
H22 -1.577 -0.766 1.436  0.1139
H23 -3.074 -1.788 -2.406  0.1128
H24 -4.444 3.688 -1.917  0.1050
H25 6.803 -3.156 0.247  0.0972
H26 -5.296 1.650 1.386  0.1341
H27 5.053 -3.006 0.532  0.0975
H28 2.887 2.708 0.750  0.1213

Cartesian forces (eV/Å) of the 3 atoms listed first:
S -0.3 0.0 -0.1
O 0.3 0.3 0.0
O -0.2 0.5 -0.2

Results
E_LUMO (Ha): 0.0153
Net charge: 0
Highest occupied orbital energy (eV): -8.44
SMILES: COc1ccc(CC(=O)Nc2cccc(S(=O)(=O)N3CCCCCC3)c2)cc1OC
Kohn-Sham gap (hartree): 0.325

(2)
Here is the molecule C22H28N2O6S from the Open Molecules 2025 dataset. Energies are from ωB97M-V/def2-TZVPD.

Each line ends with the Löwdin charge.
Geometry (Å):
S1 2.511 0.467 0.931  0.6708
O1 3.196 1.631 1.415  -0.2867
O2 -1.828 -0.296 -2.053  -0.0694
O3 4.711 0.648 -1.049  -0.1212
O4 -5.209 -0.337 2.812  0.0902
O5 -2.623 -3.025 -2.400  -0.0302
O6 3.104 -0.829 1.060  -0.2732
N1 -3.079 0.368 2.916  0.1392
N2 2.002 0.733 -0.662  -0.1083
C1 -2.960 -2.262 -1.327  -0.1910
C2 4.855 2.650 -2.334  -0.1174
C3 0.890 0.414 1.682  -0.2850
C4 -1.729 0.365 2.567  -0.2563
C5 -2.290 2.110 -2.126  -0.0498
C6 -2.590 -0.917 -1.102  -0.1689
C7 -3.763 -0.976 1.022  -0.1670
C8 0.301 1.580 2.131  -0.0548
C9 0.209 -0.788 1.731  -0.0413
C10 -3.795 -2.890 -0.405  0.0187
C11 -1.094 -0.820 2.185  -0.0027
C12 2.630 1.843 -1.343  -0.1909
C13 3.979 1.434 -1.966  -0.3205
C14 -4.107 -0.320 2.309  -0.4278
C15 5.701 1.463 -0.452  -0.1881
C16 6.160 2.397 -1.572  -0.1414
C17 -0.180 -2.976 -2.213  -0.0524
C18 -1.297 0.993 -1.816  -0.2392
C19 -1.005 1.558 2.584  -0.0050
C20 -1.409 -2.816 -3.102  -0.2291
C21 -2.997 -0.304 0.072  0.0261
C22 -4.205 -2.263 0.753  -0.0148
H1 0.718 -2.939 -2.823  0.0784
H2 -1.403 -1.839 -3.591  0.1126
H3 -4.835 -2.772 1.466  0.1223
H4 5.013 2.722 -3.408  0.1109
H5 5.272 2.024 0.387  0.1085
H6 -1.482 2.466 2.924  0.1170
H7 -1.633 -1.753 2.232  0.1287
H8 1.953 2.229 -2.112  0.1222
H9 -3.166 2.052 -1.485  0.0702
H10 -2.620 2.033 -3.159  0.0809
H11 -0.448 1.061 -2.503  0.1177
H12 6.482 0.800 -0.080  0.1295
H13 4.379 3.569 -1.992  0.1122
H14 6.880 1.884 -2.211  0.1119
H15 -0.215 -3.932 -1.695  0.0834
H16 -2.728 0.722 0.259  0.1165
H17 -0.906 1.073 -0.794  0.1067
H18 -1.810 3.073 -1.980  0.0784
H19 -0.133 -2.180 -1.473  0.0582
H20 3.779 0.791 -2.834  0.1499
H21 2.788 2.605 -0.579  0.1138
H22 2.100 -0.133 -1.172  0.1096
H23 6.611 3.311 -1.192  0.1108
H24 0.720 -1.686 1.421  0.1162
H25 -4.096 -3.902 -0.623  0.1232
H26 -3.367 0.983 3.667  0.1595
H27 -1.422 -3.598 -3.867  0.1243
H28 0.876 2.493 2.114  0.1140

Cartesian forces (eV/Å) of the 3 atoms listed first:
S -0.9 -0.2 -0.1
O -0.2 0.2 -0.1
O -0.3 -0.4 0.0

Results
E_LUMO (Ha): 0.0170
Net charge: 0
Highest occupied orbital energy (eV): -8.40
SMILES: CCOc1ccc(C(=O)Nc2ccc(S(=O)(=O)NC[C@H]3CCCO3)cc2)cc1OCC
Kohn-Sham gap (hartree): 0.326

(3)
Here is a cluster of 3 separate species, C22H28N3O4 in total from the Open Molecules 2025 dataset. Energies are from ωB97M-V/def2-TZVPD.

Each line ends with the Löwdin charge.
Geometry (Å):
O1 0.706 0.345 3.495  0.0701
O2 1.831 0.739 1.712  0.0473
O3 -4.866 0.828 -4.573  0.0719
O4 -6.094 2.593 -4.699  0.0988
N1 -5.216 1.930 -4.194  -0.3526
N2 -1.567 -2.360 0.407  0.0707
N3 1.724 0.687 2.925  -0.3375
C1 1.842 -0.392 -1.410  -0.1856
C2 -4.907 3.727 -2.534  0.0099
C3 2.887 1.047 3.739  -0.1488
C4 5.077 1.692 5.266  -0.0545
C5 3.244 -1.912 0.019  -0.1476
C6 3.901 1.285 5.882  -0.0539
C7 -3.231 3.517 -0.819  -0.0649
C8 3.335 -2.996 0.533  0.1140
C9 5.150 1.780 3.881  -0.0542
C10 0.956 -1.576 -1.792  -0.1585
C11 -1.521 -2.101 -2.277  -0.1396
C12 2.793 0.960 5.117  0.0016
C13 -4.256 4.236 -1.420  -0.0524
C14 -1.331 -3.552 -1.780  -0.1383
C15 4.049 1.456 3.107  0.0005
C16 -1.133 -3.629 -0.250  -0.1018
C17 -2.852 2.285 -1.337  -0.0756
C18 -3.499 1.767 -2.446  -0.0140
C19 -0.788 -1.162 -0.044  -0.0745
C20 3.249 -0.772 -0.914  -0.1850
C21 -4.520 2.495 -3.027  -0.1429
C22 -0.524 -1.164 -1.577  -0.2871
H1 -1.366 -0.278 0.225  0.1267
H2 -4.550 5.196 -1.020  0.1136
H3 -3.209 0.808 -2.850  0.1038
H4 -2.564 -2.224 0.247  0.1834
H5 4.101 1.522 2.031  0.1138
H6 -5.704 4.283 -3.005  0.1251
H7 -1.396 -2.047 -3.355  0.1289
H8 1.081 -1.883 -2.832  0.1314
H9 -0.683 -0.143 -1.925  0.1309
H10 1.876 0.644 5.591  0.1205
H11 6.066 2.100 3.405  0.1131
H12 -1.438 -2.471 1.414  0.1871
H13 3.244 -3.962 0.973  0.0284
H14 5.941 1.941 5.867  0.1135
H15 -1.740 -4.445 0.137  0.1333
H16 -2.728 3.917 0.051  0.1101
H17 -2.533 -1.781 -2.005  0.1131
H18 -2.224 -4.116 -2.040  0.1174
H19 1.325 0.258 -0.705  0.0904
H20 3.936 -0.936 -1.741  0.1239
H21 -0.457 -3.985 -2.260  0.1200
H22 3.625 0.082 -0.342  0.1026
H23 -2.049 1.719 -0.881  0.0821
H24 3.847 1.219 6.959  0.1134
H25 -0.100 -3.832 0.020  0.1271
H26 1.982 0.218 -2.307  0.1246
H27 1.134 -2.444 -1.158  0.0861
H28 0.142 -1.116 0.520  0.1201

Cartesian forces (eV/Å) of the 3 atoms listed first:
O 0.0 -0.1 0.0
O 0.0 0.0 -0.1
O 0.0 0.0 0.0

Results
E_LUMO (Ha): -0.1104
Net charge: +1
Highest occupied orbital energy (eV): -12.28
Kohn-Sham gap (hartree): 0.341

(4)
Here is a structure of composition C22H28N4O2ReS from the Open Molecules 2025 dataset. Energies are from ωB97M-V/def2-TZVPD.

Each line ends with the Löwdin charge.
Geometry (Å):
Re1 -0.093 0.139 0.180  1.7609
S1 1.192 0.364 -3.041  0.9339
O1 -1.878 -0.792 0.391  -0.1978
O2 0.517 -0.525 1.969  -0.2350
N1 0.598 -1.809 -0.785  -0.1457
N2 2.196 0.350 0.067  -0.1539
N3 -1.152 1.240 -1.264  -0.1803
N4 -0.324 2.018 1.077  -0.1187
C1 0.518 1.479 3.312  -0.1386
C2 -4.664 -2.453 -1.189  -0.0220
C3 -0.005 2.327 2.301  -0.0377
C4 0.812 2.055 4.568  -0.0119
C5 1.251 1.293 5.615  -0.0451
C6 -2.253 0.915 -1.865  -0.0451
C7 1.388 -0.090 5.441  -0.0183
C8 -0.759 2.647 -1.225  -0.1880
C9 0.151 -2.126 -2.167  -0.2164
C10 -0.933 3.061 0.233  -0.1514
C11 1.123 -0.684 4.228  0.0115
C12 -2.975 -0.301 -1.698  -0.1606
C13 -3.679 -2.140 -0.280  0.0124
C14 -4.010 -0.630 -2.593  -0.0146
C15 0.703 0.078 3.127  -0.3037
C16 -2.799 -1.071 -0.513  -0.3277
C17 2.883 0.523 -2.384  -0.4205
C18 2.056 -2.066 -0.596  -0.1393
C19 0.938 -1.422 -3.274  -0.4237
C20 -4.830 -1.703 -2.361  -0.0467
C21 2.922 1.112 -0.981  -0.2340
C22 2.718 -1.023 0.302  -0.1545
H1 -5.325 -3.285 -0.986  0.1255
H2 2.385 0.860 0.930  0.1238
H3 3.973 1.196 -0.689  0.1376
H4 1.909 -1.875 -3.466  0.0821
H5 1.225 -1.752 4.090  0.1279
H6 2.531 -2.080 -1.570  0.0928
H7 -0.177 3.358 2.611  0.1512
H8 1.483 1.752 6.566  0.1218
H9 0.232 -3.202 -2.341  0.1426
H10 -4.149 -0.028 -3.484  0.1280
H11 3.397 -0.434 -2.446  0.0809
H12 1.702 -0.707 6.273  0.1269
H13 -3.555 -2.700 0.638  0.1293
H14 -2.712 1.657 -2.519  0.1558
H15 0.368 -1.513 -4.198  0.0893
H16 0.284 2.742 -1.535  0.0935
H17 -2.001 3.112 0.459  0.1414
H18 2.507 -1.274 1.336  0.1108
H19 -1.378 3.269 -1.871  0.1375
H20 -5.609 -1.954 -3.066  0.1205
H21 2.214 -3.051 -0.156  0.1466
H22 -0.903 -1.856 -2.240  0.1034
H23 3.801 -1.052 0.163  0.1445
H24 3.400 1.215 -3.046  0.0902
H25 2.504 2.120 -0.995  0.1131
H26 0.088 -2.444 -0.172  0.1317
H27 0.678 3.123 4.697  0.1272
H28 -0.486 4.036 0.424  0.1368

Cartesian forces (eV/Å) of the 3 atoms listed first:
Re -0.1 -0.9 0.2
S 0.1 -0.1 0.0
O 1.5 0.8 0.4

Results
E_LUMO (alpha / beta) (Ha): -0.2215 / -0.2697
Multiplicity: 4
Net charge: +2
Highest occupied orbital energy (alpha / beta) (eV): -13.92 / -14.20
Kohn-Sham gap (alpha / beta) (hartree): 0.290 / 0.252

(5)
Here is the molecule C22H28N6O2 from the Open Molecules 2025 dataset. Energies are from ωB97M-V/def2-TZVPD.

Each line ends with the Löwdin charge.
Geometry (Å):
O1 -1.027 0.319 2.718  0.0543
O2 -4.923 1.203 0.680  0.0567
N1 -1.555 1.811 1.094  -0.0387
N2 -1.310 2.525 -0.010  0.1425
N3 2.641 0.563 0.591  -0.0343
N4 1.696 0.265 1.480  0.1896
N5 -3.612 -0.262 1.800  0.0754
N6 -2.070 -1.456 -0.407  -0.1614
C1 0.900 1.725 -0.051  -0.0694
C2 -0.012 3.339 -1.830  -0.0201
C3 5.662 -0.763 2.196  -0.0702
C4 -0.695 -1.965 -0.424  -0.1725
C5 -3.911 0.941 1.297  -0.4851
C6 -2.877 2.028 1.652  -0.0235
C7 -0.160 2.515 -0.594  -0.2787
C8 3.904 -0.039 0.737  -0.1876
C9 -2.269 -0.674 -1.626  -0.1745
C10 5.833 -1.133 -0.168  -0.0745
C11 2.230 1.448 -0.354  -0.1764
C12 4.430 -0.165 2.018  -0.0043
C13 6.371 -1.238 1.104  -0.0834
C14 -0.681 0.959 1.735  -0.3634
C15 4.597 -0.541 -0.358  -0.0229
C16 -3.053 -2.504 -0.204  -0.2085
C17 -4.428 -1.960 0.184  -0.1652
C18 0.625 0.949 1.111  -0.1375
C19 3.112 2.009 -1.408  -0.0054
C20 -4.476 -1.402 1.608  -0.1697
C21 -1.166 -1.099 -2.598  -0.1607
C22 -0.004 -1.352 -1.645  -0.1637
H1 -4.185 -2.169 2.328  0.1214
H2 -0.688 -3.060 -0.508  0.1142
H3 0.685 4.159 -1.659  0.0802
H4 3.856 0.201 2.855  0.1142
H5 7.336 -1.701 1.244  0.1038
H6 -3.265 -0.827 -2.039  0.1153
H7 -2.165 0.389 -1.381  0.1020
H8 -0.952 -0.339 -3.348  0.1043
H9 0.465 -0.404 -1.382  0.0813
H10 -3.162 -3.137 -1.105  0.1213
H11 6.373 -1.522 -1.018  0.1061
H12 -4.729 -1.165 -0.498  0.0975
H13 -2.707 -0.393 2.241  0.1022
H14 0.366 2.731 -2.649  0.0802
H15 -2.690 -3.140 0.609  0.1197
H16 0.757 -2.014 -2.057  0.1074
H17 2.994 1.468 -2.348  0.0914
H18 -3.241 2.979 1.262  0.1288
H19 2.851 3.050 -1.588  0.0793
H20 -5.157 -2.769 0.108  0.1113
H21 -0.980 3.751 -2.099  0.0824
H22 -2.784 2.068 2.742  0.1343
H23 -0.194 -1.696 0.511  0.1019
H24 -1.447 -2.024 -3.106  0.1092
H25 4.156 1.956 -1.105  0.0836
H26 6.072 -0.858 3.190  0.1067
H27 4.164 -0.495 -1.345  0.1121
H28 -5.503 -1.084 1.816  0.1208

Cartesian forces (eV/Å) of the 3 atoms listed first:
O 0.2 -0.1 0.1
O -0.4 0.1 -0.3
N 0.3 -0.4 0.5

Results
E_LUMO (Ha): 0.0081
Net charge: 0
Highest occupied orbital energy (eV): -7.86
SMILES: Cc1nn(CC(=O)NCCCN2CCCC2)c(=O)c2nn(-c3ccccc3)c(C)c12
Kohn-Sham gap (hartree): 0.297

(6)
Here is a structure of composition C22H28N8OS4Zr from the Open Molecules 2025 dataset. Energies are from ωB97M-V/def2-TZVPD.

Each line ends with the Löwdin charge.
Geometry (Å):
Zr1 10.245 8.762 12.226  1.2506
S1 8.110 8.593 13.950  0.6337
S2 8.934 10.603 10.825  0.6867
S3 11.749 9.864 13.925  0.5884
S4 11.445 8.043 16.449  0.9615
O1 11.636 8.916 10.703  -0.2840
N1 8.876 6.012 14.060  -0.0500
N2 8.283 8.782 7.405  0.1701
N3 6.606 6.392 13.749  -0.0292
N4 11.593 7.172 12.696  -0.1933
N5 8.580 9.878 8.168  0.0721
N6 9.016 7.480 10.631  0.0388
N7 8.803 8.245 9.484  -0.0972
N8 11.598 7.077 14.102  -0.1154
C1 15.862 8.681 17.140  -0.1129
C2 5.417 7.189 13.888  -0.1034
C3 16.387 9.663 17.923  -0.0668
C4 15.531 10.668 18.383  -0.0648
C5 8.365 7.758 8.267  -0.2592
C6 13.641 9.565 17.298  -0.2778
C7 12.589 4.968 12.496  0.0092
C8 12.329 7.112 7.730  -0.0840
C9 12.348 6.621 10.466  -0.1093
C10 12.173 6.264 11.884  -0.1818
C11 14.543 8.583 16.897  -0.0919
C12 14.190 10.580 18.097  -0.0521
C13 8.808 9.573 9.478  -0.7267
C14 12.139 9.567 17.161  -0.4079
C15 12.759 5.874 8.219  -0.0498
C16 11.919 7.863 9.932  -0.3379
C17 8.367 6.343 7.784  0.0220
C18 12.793 5.589 9.603  0.0094
C19 11.867 8.060 8.530  -0.0259
C20 11.639 8.235 14.746  -1.0252
C21 7.867 6.855 13.976  -0.7443
C22 8.901 4.581 14.206  -0.0418
H1 5.377 7.881 13.094  0.0614
H2 11.264 8.999 8.215  0.1541
H3 8.175 7.531 11.186  0.0837
H4 9.726 6.483 14.433  0.0774
H5 6.452 5.489 14.201  0.1453
H6 12.404 4.082 11.891  0.0959
H7 11.859 4.798 13.295  0.0590
H8 13.539 11.406 18.468  0.1330
H9 9.392 6.024 7.536  0.0996
H10 8.630 10.789 7.720  0.1842
H11 17.405 9.707 18.293  0.1154
H12 5.217 7.735 14.835  0.1160
H13 8.297 4.043 13.467  0.0995
H14 12.332 7.160 6.625  0.1387
H15 7.893 5.675 8.459  0.0707
H16 9.897 4.204 13.955  0.0752
H17 13.585 5.155 12.923  0.1299
H18 16.466 8.001 16.543  0.1163
H19 7.738 6.292 6.907  0.1016
H20 12.946 5.111 7.443  0.1245
H21 14.188 7.615 16.375  0.1223
H22 4.585 6.541 13.719  0.0919
H23 8.697 4.290 15.285  0.1348
H24 11.764 10.405 16.552  0.0608
H25 16.021 11.380 19.052  0.1187
H26 11.642 9.597 18.121  0.0851
H27 13.209 4.635 9.862  0.1142
H28 9.239 6.456 10.406  0.1810

Cartesian forces (eV/Å) of the 3 atoms listed first:
Zr 2.5 1.6 1.0
S 0.6 -0.9 -0.5
S 0.0 -0.1 0.0

Results
E_LUMO (Ha): -0.2643
Net charge: +2
Highest occupied orbital energy (eV): -12.95
Kohn-Sham gap (hartree): 0.212

Number 1: E -1739.0092 hartree, F_max 1.095 eV Å⁻¹. Number 2: E -1814.2442 hartree, F_max 0.961 eV Å⁻¹. Number 3: E -1319.8636 hartree, F_max 1.381 eV Å⁻¹. Number 4: E -1700.6282 hartree, F_max 1.760 eV Å⁻¹. Number 5: E -1334.1635 hartree, F_max 1.311 eV Å⁻¹. Number 6: E -3007.7382 hartree, F_max 4.292 eV Å⁻¹.